{"formula": "C4H11NO2S", "method": "ωB97M-V/def2-TZVPD", "charge": -2, "e_lumo_ha": 0.2174, "e_above_lowest_ev": 0.000, "molar_mass_da": 137.2, "energy_ev": -20745.5252, "orbital_gap_ev": 5.92, "species": ["C", "N", "C", "O", "C", "C", "S", "H", "H", "H", "H", "H", "H", "H", "H", "H", "H", "H", "O"], "positions_angstrom": [[0.207, -1.005, 0.162], [-0.622, -0.286, -0.816], [-1.162, -1.230, -1.874], [-1.938, -2.212, -1.441], [1.025, -0.088, 1.065], [0.211, 0.813, 1.988], [1.237, 1.862, 3.092], [0.877, -1.656, -0.411], [-0.405, -1.680, 0.765], [-1.451, 0.022, -0.312], [-0.220, -1.567, -2.389], [-1.668, -0.530, -2.587], [1.684, 0.544, 0.467], [1.686, -0.697, 1.692], [-0.462, 0.187, 2.591], [-0.443, 1.460, 1.391], [0.123, 1.335, -1.335], [0.821, 2.481, -0.582], [0.500, 2.249, -1.466]], "forces_ev_per_a": [[-0.0057, 0.0267, -0.1531], [0.0719, -0.0973, 0.1018], [-0.0910, -0.0571, 0.0897], [-0.0052, -0.0453, 0.0192], [0.0131, 0.0485, 0.0730], [-0.1247, 0.0938, 0.1409], [-0.0358, -0.0189, -0.0200], [0.0576, 0.0582, -0.0380], [-0.1005, -0.0872, 0.1102], [-0.0174, 0.0461, -0.0538], [0.0018, 0.0402, -0.0412], [0.0383, 0.0695, -0.0973], [0.0456, 0.0102, -0.1070], [-0.0085, -0.0360, 0.0265], [0.0850, 0.0020, -0.0305], [0.0761, -0.0594, -0.0289], [0.0233, 0.0462, 0.0435], [-0.0792, -0.0754, -0.1616], [0.0552, 0.0351, 0.1268]]}

{"formula": "C13H17IN2OTi", "method": "ωB97M-V/def2-TZVPD", "charge": 2, "e_lumo_ha": -0.3390, "molar_mass_da": 392.1, "energy_ev": -49986.4438, "orbital_gap_ev": 7.07, "species": ["C", "C", "H", "H", "H", "H", "H", "H", "C", "C", "C", "C", "H", "H", "H", "H", "N", "C", "C", "N", "C", "C", "C", "H", "H", "C", "H", "H", "Ti", "I", "C", "O", "H", "H", "H"], "positions_angstrom": [[-0.643, -1.540, 3.781], [-2.056, -1.288, 3.262], [-0.271, -2.539, 3.522], [-0.631, -1.461, 4.883], [0.103, -0.827, 3.410], [-2.153, -1.345, 2.172], [-2.753, -2.036, 3.656], [-2.431, -0.301, 3.548], [2.621, -1.252, -0.556], [3.554, -1.306, -1.578], [3.096, -1.177, -2.894], [1.766, -0.828, -3.119], [2.875, -1.501, 0.460], [4.609, -1.435, -1.355], [3.807, -1.322, -3.713], [1.383, -0.713, -4.132], [1.344, -0.835, -0.756], [0.899, -0.579, -2.035], [-0.450, -0.022, -2.214], [-1.203, 0.154, -1.072], [-2.404, 0.787, -1.173], [-2.289, 0.804, -3.570], [-3.008, 1.026, -2.404], [-2.880, 1.108, -0.249], [-4.025, 1.409, -2.442], [-0.978, 0.363, -3.460], [-0.336, 0.283, -4.329], [-2.763, 0.988, -4.532], [-0.262, -0.734, 0.541], [-0.931, -3.226, 0.278], [0.607, 1.945, 1.566], [0.050, 0.639, 1.594], [1.685, 1.811, 1.405], [0.448, 2.428, 2.553], [0.144, 2.558, 0.773]], "forces_ev_per_a": [[0.2130, -0.2103, 0.3154], [-0.0360, 0.2872, 0.4144], [-0.2117, 0.0752, 0.1229], [0.0443, -0.0594, -0.5137], [-0.1953, 0.0240, 0.1812], [-0.0276, -0.0538, -0.2601], [0.1206, 0.1300, -0.1872], [0.0986, -0.1129, 0.0686], [-0.4414, 0.6120, -0.1133], [-0.4102, -0.0081, -0.2796], [0.2260, 0.1839, 0.4248], [-0.6728, 0.1781, 0.4070], [0.1479, 0.0631, 0.2327], [-0.2496, -0.3293, 0.0039], [-0.4243, 0.1131, 0.1708], [0.2653, -0.0558, 0.2713], [-0.3426, 0.0952, -0.9389], [1.7026, -0.5160, -0.3619], [-1.3821, 0.4760, -0.1934], [0.3872, 0.5351, -0.8231], [0.1571, -0.4258, -0.0830], [-0.0982, -0.0959, 0.2619], [0.0670, 0.1134, 0.4473], [-0.0078, -0.3910, -0.0612], [0.2609, 0.0337, 0.1094], [0.8116, -0.5273, 0.6112], [-0.2532, -0.0089, -0.0223], [0.2979, 0.0146, 0.1126], [-0.2531, 0.0283, 0.2664], [0.2607, 0.6790, 0.2586], [0.4954, 0.8664, 0.6770], [-0.5039, -1.3759, -1.1641], [-0.2900, 0.3520, -0.0431], [0.0334, -0.3223, -0.6084], [0.2106, -0.3676, 0.2962]]}

{"formula": "C5H38NO13", "method": "ωB97M-V/def2-TZVPD", "charge": 0, "e_lumo_ha": [0.0043, 0.0020], "spin_multiplicity": 2, "s2": 0.7509, "molar_mass_da": 320.4, "energy_ev": -33905.9521, "orbital_gap_ev": [2.86, 9.38], "species": ["C", "C", "C", "C", "C", "N", "H", "H", "H", "H", "H", "H", "H", "H", "H", "H", "H", "H", "H", "H", "O", "H", "H", "O", "H", "H", "O", "H", "H", "O", "H", "H", "O", "H", "H", "O", "H", "H", "O", "H", "H", "O", "H", "H", "O", "H", "H", "O", "H", "H", "O", "H", "H", "O", "H", "H", "O"], "positions_angstrom": [[-0.599, -0.805, 0.489], [-0.123, 0.604, 0.564], [0.577, 1.203, -0.659], [1.883, 0.486, -1.060], [2.057, -0.286, -2.111], [2.941, 0.789, -0.064], [-0.993, -1.162, 1.440], [-1.333, -1.091, -0.281], [0.183, -1.529, 0.154], [-0.938, 1.291, 0.862], [0.528, 0.659, 1.427], [0.714, 2.242, -0.465], [-0.037, 1.167, -1.562], [3.072, -0.615, -2.445], [1.351, -0.831, -2.702], [3.938, 0.989, -0.572], [2.910, 1.759, 0.280], [2.900, 0.010, 0.612], [-0.976, 0.964, -3.500], [-1.759, -0.268, -3.200], [-1.853, 0.703, -3.175], [-3.152, -3.422, -0.210], [-1.825, -3.911, 0.554], [-2.221, -3.639, -0.313], [-3.416, 3.020, -1.432], [-2.802, 1.682, -2.066], [-3.089, 2.144, -1.230], [-1.086, -3.248, 2.307], [-0.593, -4.709, 2.194], [-1.418, -4.160, 2.112], [-2.202, -1.226, 4.289], [-1.938, -0.073, 3.324], [-1.745, -1.012, 3.470], [-0.187, -1.422, 3.136], [0.918, -2.435, 3.655], [0.522, -2.056, 2.862], [-1.353, -2.667, -3.569], [-1.029, -2.491, -2.078], [-0.787, -2.185, -2.964], [-0.860, 3.358, -2.082], [-0.540, 4.895, -2.465], [-0.215, 4.077, -2.090], [2.497, 3.635, -2.570], [1.545, 3.471, -1.416], [2.158, 2.940, -1.991], [2.150, -0.407, 5.400], [2.352, -0.417, 3.802], [1.930, -0.811, 4.563], [1.369, 1.942, -3.569], [0.833, 1.898, -4.998], [0.508, 1.841, -4.095], [1.920, -1.832, 1.536], [3.403, -2.315, 1.401], [2.822, -1.547, 1.329], [-2.575, 1.941, 2.598], [-2.419, 2.360, 4.053], [-2.081, 1.741, 3.401]], "forces_ev_per_a": [[-0.1439, -2.0897, -1.2203], [-0.4830, 0.9192, 0.1803], [-0.0259, -2.1212, -0.6817], [-1.5457, 1.4279, 1.6006], [2.4195, -1.2310, -0.6148], [1.1843, 0.7470, -2.7939], [0.0095, 0.1439, -0.4985], [-0.3203, 0.9624, 0.2344], [0.0928, 0.6089, 0.6559], [0.0916, -0.3232, -0.4017], [0.5853, 0.1271, 0.2510], [0.4945, 0.5551, 0.3678], [-0.3434, -0.1735, 0.3043], [-0.5947, 0.3012, 0.9431], [-1.0968, 0.7386, -0.1555], [-0.7386, -1.1265, 0.5370], [-0.8254, -0.0682, 0.7002], [0.7572, 0.2215, 0.2863], [0.1263, 0.5285, -0.1643], [-0.2465, 0.2716, 0.3233], [0.1390, -0.8660, -0.3373], [0.1929, -0.1210, 0.3488], [-0.8047, 0.2085, -0.3917], [0.4179, 0.0501, -0.6464], [-0.1046, 0.0574, -0.3342], [-0.2081, 0.4783, 0.7512], [0.4064, -0.4872, -0.2698], [-0.0426, -0.7303, -0.0022], [-1.2441, 0.7952, -0.0927], [1.6583, -0.1370, 0.5819], [0.0706, -0.1059, 0.0370], [0.0386, 0.2521, 0.1503], [-0.5784, 0.0857, 0.2189], [0.6019, -0.5908, 0.3033], [-0.0812, 0.5438, 0.0733], [-0.1728, -0.7289, -0.5891], [-0.0658, -0.2357, 0.0042], [-0.1493, -0.1917, 0.0703], [0.0104, 0.3676, 0.0309], [-0.2731, 0.4524, -0.2680], [-0.5943, -0.2417, -0.0996], [0.4053, 0.0856, 0.5308], [0.2780, -0.0973, 0.0085], [0.5335, -0.6342, -0.9597], [0.1487, 1.1435, 0.4307], [0.5012, 0.5081, -0.2195], [0.3748, 0.4346, 0.0953], [-0.5688, -0.7597, 0.5478], [-1.7616, -0.0982, -0.2846], [-0.2887, -0.0956, -0.2408], [1.9216, 0.1595, 0.5580], [-0.2367, -0.1261, 0.3668], [-0.1679, 0.2041, -0.0515], [0.3274, -0.1067, 0.0248], [0.0283, 0.0865, -0.1712], [0.0190, 0.0085, 0.1526], [-0.1281, 0.0132, -0.1804]]}

{"formula": "C5H8N2", "method": "ωB97M-V/def2-TZVPD", "charge": 0, "e_lumo_ha": [0.0087, 0.0086], "e_above_lowest_ev": 3.585, "molar_mass_da": 96.1, "energy_ev": -8291.4116, "orbital_gap_ev": [6.46, 6.46], "species": ["C", "C", "C", "N", "C", "N", "C", "H", "H", "H", "H", "H", "H", "H", "H"], "positions_angstrom": [[-2.369, -0.290, -0.087], [-1.084, -0.193, -0.523], [-0.562, 1.141, -0.817], [0.637, 1.223, -0.358], [0.972, -0.080, 0.364], [2.379, -0.282, 0.497], [0.078, -1.019, -0.373], [-3.098, 0.502, -0.213], [-2.655, -1.166, 0.488], [0.557, 0.166, 1.370], [-1.080, 1.988, -1.264], [1.244, 2.033, -0.351], [2.613, -0.440, 1.470], [2.671, -1.084, -0.049], [-0.072, -1.995, 0.086]], "forces_ev_per_a": [[-0.0897, -0.1053, -0.0954], [-0.1709, 0.1047, 0.1139], [0.2364, 0.1111, 0.1844], [-0.2243, -0.0217, -0.0909], [0.0877, 0.1947, -0.0055], [0.0206, -0.2166, 0.0369], [-0.1162, 0.0338, 0.3931], [0.0712, -0.1034, -0.1818], [-0.1422, 0.0848, -0.2253], [0.2046, -0.0627, 0.0334], [0.0618, -0.1754, 0.0947], [-0.0942, -0.0913, -0.0290], [0.1189, 0.0219, -0.1935], [0.0090, 0.1085, -0.0710], [0.0271, 0.1170, 0.0360]]}

{"formula": "C5H7NO", "method": "ωB97M-V/def2-TZVPD", "charge": 0, "smiles": "O=C1CC=CCN1", "e_lumo_ha": 0.0310, "e_above_lowest_ev": 0.504, "molar_mass_da": 97.1, "energy_ev": -8835.6988, "orbital_gap_ev": 10.13, "species": ["O", "C", "C", "C", "C", "C", "N", "H", "H", "H", "H", "H", "H", "H"], "positions_angstrom": [[0.003, -1.395, 2.224], [-0.146, -0.697, 1.242], [-1.044, -1.037, 0.078], [-0.472, -0.534, -1.222], [0.437, 0.436, -1.278], [0.948, 1.138, -0.054], [0.341, 0.586, 1.135], [-1.987, -0.508, 0.296], [-1.266, -2.104, 0.075], [-0.830, -0.998, -2.136], [0.857, 0.754, -2.229], [0.728, 2.212, -0.109], [2.049, 1.054, -0.011], [0.382, 1.092, 1.990]], "forces_ev_per_a": [[-0.2796, 0.3698, -0.2176], [-0.2227, 0.0118, 0.0852], [-0.0078, -0.1791, -0.0543], [0.1464, 0.1296, -0.0890], [-0.1253, -0.1239, -0.0303], [-0.0490, 0.0447, -0.1528], [-0.0934, -0.1049, 0.0331], [0.1038, -0.2036, -0.0800], [0.1199, 0.0402, -0.1276], [0.0794, 0.0454, 0.0591], [-0.1044, -0.0340, 0.0936], [-0.0254, -0.1342, -0.0794], [-0.2113, -0.0121, -0.0168], [0.6693, 0.1504, 0.5768]]}

{"formula": "C13H16N2", "method": "ωB97M-V/def2-TZVPD", "charge": 0, "e_lumo_ha": 0.0260, "e_above_lowest_ev": 5.586, "molar_mass_da": 200.3, "energy_ev": -16715.5070, "orbital_gap_ev": 8.37, "species": ["C", "C", "C", "C", "C", "C", "C", "C", "C", "C", "C", "C", "C", "N", "N", "H", "H", "H", "H", "H", "H", "H", "H", "H", "H", "H", "H", "H", "H", "H", "H"], "positions_angstrom": [[-0.739, 0.174, -1.948], [4.100, 0.219, -0.495], [3.365, -0.156, -1.598], [3.375, 0.530, 0.662], [1.941, -0.085, -1.600], [1.998, 0.594, 0.725], [1.288, 0.245, -0.419], [-2.374, 1.574, -0.117], [-1.374, 0.731, 0.299], [-3.109, 2.451, 0.796], [-0.611, -2.703, -1.247], [-0.736, -1.954, 1.128], [-0.775, -0.237, -0.614], [-0.690, 0.618, -3.015], [-0.690, -1.610, -0.296], [5.160, 0.225, -0.400], [3.987, -0.410, -2.430], [3.940, 0.610, 1.523], [1.404, -0.091, -2.525], [1.476, 0.713, 1.638], [-2.716, 1.516, -1.086], [-0.956, 0.803, 1.330], [-3.143, 2.123, 1.821], [-4.191, 2.341, 0.451], [-2.648, 3.496, 0.956], [-1.546, -2.664, -1.719], [0.375, -2.530, -1.914], [-0.519, -3.576, -0.662], [-0.194, -2.917, 1.077], [-0.196, -1.202, 1.667], [-1.843, -1.904, 1.509]], "forces_ev_per_a": [[-0.7849, 0.6053, -2.2534], [-2.0082, -0.1724, 1.2234], [-0.3071, 0.6657, -0.0636], [-0.0305, -0.1501, -1.0780], [1.7910, 0.5123, 0.9146], [-0.3725, -1.2223, -1.0480], [-1.4617, -0.1533, -1.3977], [2.9632, -2.0437, 2.9684], [-1.8942, 1.6288, 0.2346], [-1.1414, 1.5050, 0.4871], [2.8020, 2.6958, -0.6858], [-1.4896, 0.0211, -1.4228], [4.4876, -1.0669, 1.6990], [-0.2194, -0.4670, 0.4672], [-1.0024, 1.3167, 1.0269], [0.6159, -0.1924, -0.4248], [-0.3595, -0.2492, -0.9906], [0.9100, 0.6507, 1.8813], [-0.0269, -0.5849, -0.4255], [-0.2228, 0.4526, 0.9229], [-0.5580, -0.1173, -2.1505], [-0.6251, -0.1796, -0.8433], [0.2627, -0.7130, 0.4084], [1.2347, 1.2531, 0.4933], [-1.2205, -1.1533, -1.0470], [-0.9049, -0.6620, -1.7182], [-2.4263, -0.7174, 1.0190], [0.1862, -1.1530, 0.2302], [-0.7470, 0.3544, 1.3468], [0.5737, 0.1062, 0.5799], [1.9758, -0.7698, -0.3538]]}

Computed max |F|, in the same sequence as the records: 0.2; 1.9; 3.1; 0.4; 0.9; 4.9 eV/Å.